(1)
ORCA calculation (ωB97M-V with the def2-TZVPD basis set) on a 2-piece molecular cluster, C3H11NS overall in a non-equilibrium geometry.

## Properties
SMILES: CSC.CN
E_HOMO in eV: -8.3
Relative energy (zero: lowest compared OMol25 entry of this formula, charge and spin) in eV: 1.195

Last columns: bonded neighbours and bond lengths (Å).
CARTESIAN COORDINATES (ANGSTROEM)
1 C -3.285 -0.731 -1.202  S2 1.763, H4 1.105, H5 1.131, H6 1.089
2 S -2.097 0.487 -1.665  C1 1.763, C3 1.868
3 C -0.584 -0.609 -1.642  S2 1.868, H7 1.096, H8 1.111, H9 1.106
4 H -3.264 -0.802 -0.099  C1 1.105
5 H -3.122 -1.696 -1.769  C1 1.131
6 H -4.246 -0.396 -1.589  C1 1.089
7 H 0.147 0.049 -2.123  C3 1.096
8 H -0.202 -0.629 -0.599  C3 1.111
9 H -0.792 -1.616 -2.050  C3 1.106
10 C 2.678 0.688 2.344  N11 1.500, H12 1.052, H13 1.149, H14 1.138
11 N 1.884 0.952 1.098  C10 1.500, H15 1.024, H16 1.090
12 H 3.076 1.492 2.893  C10 1.052
13 H 3.512 -0.073 2.134  C10 1.149
14 H 1.944 0.133 3.013  C10 1.138
15 H 1.845 1.973 1.037  N11 1.024
16 H 2.507 0.779 0.220  N11 1.090

(2)
ORCA calculation (ωB97M-V with the def2-TZVPD basis set) on a 11-piece molecular cluster, C30H59N5O26S6 overall in a non-equilibrium geometry.

## Properties
SMILES: O=S1(=O)OCCO1.O=S1(=O)OCCO1.O=S1(=O)OCCO1.O=S1(=O)OCCO1.O=S1(=O)OCCO1.O=S1(=O)OCCO1.CN(C)C=O.CN(C)C=O.CCCC#N.CCCC#N.CCCC#N
E_HOMO in eV: -9.4

Last columns: bonded neighbours and bond lengths (Å).
CARTESIAN COORDINATES (ANGSTROEM)
1 O -3.574 3.671 1.389  S2 1.461
2 S -2.506 3.997 2.333  O1 1.461, O3 1.416, O4 1.684, O7 1.725
3 O -1.387 3.136 2.436  S2 1.416
4 O -1.952 5.566 2.081  S2 1.684, C5 1.403
5 C -1.690 6.192 3.310  O4 1.403, C6 1.602, H8 1.090, H9 1.090
6 C -2.819 5.734 4.349  C5 1.602, O7 1.435, H10 1.090, H11 1.090
7 O -3.118 4.407 3.892  S2 1.725, C6 1.435
8 H -0.682 5.831 3.517  C5 1.090
9 H -1.639 7.276 3.208  C5 1.090
10 H -3.676 6.395 4.480  C6 1.090
11 H -2.305 5.632 5.305  C6 1.090
12 O -7.256 -1.249 3.981  S13 1.472
13 S -6.508 -0.201 3.268  O12 1.472, O14 1.463, O15 1.660, O18 1.673
14 O -6.632 1.170 3.763  S13 1.463
15 O -4.914 -0.611 3.054  S13 1.660, C16 1.422
16 C -4.390 -0.081 1.843  O15 1.422, C17 1.527, H19 1.090, H20 1.090
17 C -5.571 -0.005 0.878  C16 1.527, O18 1.463, H21 1.090, H22 1.090
18 O -6.793 -0.304 1.623  S13 1.673, C17 1.463
19 H -4.070 0.937 2.062  C16 1.090
20 H -3.636 -0.793 1.506  C16 1.090
21 H -5.358 -0.717 0.081  C17 1.090
22 H -5.639 1.039 0.570  C17 1.090
23 O -3.296 -4.282 -1.632  S24 1.481
24 S -2.107 -4.450 -2.499  O23 1.481, O25 1.458, O26 1.641, O29 1.639
25 O -2.154 -4.433 -3.956  S24 1.458
26 O -0.795 -3.548 -2.104  S24 1.641, C27 1.401
27 C 0.446 -4.101 -2.446  O26 1.401, C28 1.578, H30 1.090, H31 1.090
28 C 0.138 -5.644 -2.558  C27 1.578, O29 1.443, H32 1.090, H33 1.090
29 O -1.235 -5.791 -2.141  S24 1.639, C28 1.443
30 H 0.671 -3.624 -3.400  C27 1.090
31 H 1.173 -3.709 -1.734  C27 1.090
32 H 0.865 -6.171 -1.940  C28 1.090
33 H 0.238 -6.009 -3.580  C28 1.090
34 O 6.730 -2.502 -1.871  S35 1.467
35 S 5.524 -1.699 -2.106  O34 1.467, O36 1.488, O37 1.623, O40 1.670
36 O 4.955 -1.058 -0.889  S35 1.488
37 O 5.714 -0.640 -3.321  S35 1.623, C38 1.385
38 C 4.476 -0.405 -3.895  O37 1.385, C39 1.511, H41 1.090, H42 1.090
39 C 3.841 -1.773 -3.984  C38 1.511, O40 1.369, H43 1.090, H44 1.090
40 O 4.366 -2.533 -2.973  S35 1.670, C39 1.369
41 H 3.986 0.297 -3.220  C38 1.090
42 H 4.500 0.054 -4.884  C38 1.090
43 H 4.159 -2.278 -4.896  C39 1.090
44 H 2.757 -1.705 -3.893  C39 1.090
45 O -5.157 -0.154 -3.660  S46 1.438
46 S -3.778 -0.494 -3.430  O45 1.438, O47 1.446, O48 1.589, O51 1.637
47 O -3.255 -0.811 -2.120  S46 1.446
48 O -3.251 -1.634 -4.403  S46 1.589, C49 1.380
49 C -2.188 -1.247 -5.194  O48 1.380, C50 1.520, H52 1.090, H53 1.090
50 C -1.743 0.141 -4.762  C49 1.520, O51 1.409, H54 1.090, H55 1.090
51 O -2.925 0.668 -4.205  S46 1.637, C50 1.409
52 H -1.432 -2.001 -4.977  C49 1.090
53 H -2.505 -1.134 -6.231  C49 1.090
54 H -1.446 0.738 -5.624  C50 1.090
55 H -0.914 0.063 -4.059  C50 1.090
56 O -0.678 -4.941 0.843  S57 1.466
57 S -1.426 -3.948 1.620  O56 1.466, O58 1.462, O59 1.686, O62 1.722
58 O -1.668 -2.679 0.938  S57 1.462
59 O -2.712 -4.560 2.523  S57 1.686, C60 1.429
60 C -2.924 -3.740 3.674  O59 1.429, C61 1.601, H63 1.090, H64 1.090
61 C -1.438 -3.329 4.104  C60 1.601, O62 1.379, H65 1.090, H66 1.090
62 O -0.566 -3.625 3.077  S57 1.722, C61 1.379
63 H -3.498 -2.854 3.401  C60 1.090
64 H -3.228 -4.447 4.445  C60 1.090
65 H -0.999 -3.825 4.969  C61 1.090
66 H -1.440 -2.296 4.454  C61 1.090
67 C 1.768 0.348 0.236  N68 1.426, H72 1.090, H73 1.090, H74 1.090
68 N 0.486 -0.173 -0.106  C67 1.426, C69 1.438, C70 1.325
69 C -0.584 0.158 0.796  N68 1.438, H75 1.090, H76 1.090, H77 1.090
70 C 0.230 -0.745 -1.273  N68 1.325, O71 1.263, H78 1.101
71 O 1.073 -0.877 -2.203  C70 1.263
72 H 2.574 0.094 -0.452  C67 1.090
73 H 2.021 -0.269 1.098  C67 1.090
74 H 1.732 1.405 0.502  C67 1.090
75 H -0.474 1.224 0.996  C69 1.090
76 H -1.597 -0.197 0.605  C69 1.090
77 H -0.303 -0.184 1.791  C69 1.090
78 H -0.818 -1.084 -1.273  C70 1.101
79 C -0.228 1.998 6.360  N80 1.460, H84 1.090, H85 1.090, H86 1.090
80 N -0.379 1.152 5.179  C79 1.460, C81 1.419, C82 1.340
81 C 0.850 0.954 4.498  N80 1.419, H87 1.090, H88 1.090, H89 1.090
82 C -1.588 0.730 4.788  N80 1.340, O83 1.239, H90 1.101
83 O -1.762 -0.030 3.824  C82 1.239
84 H -0.453 3.063 6.301  C79 1.090
85 H 0.802 2.016 6.717  C79 1.090
86 H -0.687 1.568 7.251  C79 1.090
87 H 0.737 0.330 3.612  C81 1.090
88 H 1.183 1.865 4.002  C81 1.090
89 H 1.693 0.699 5.140  C81 1.090
90 H -2.404 1.097 5.429  C82 1.101
91 C -2.576 5.477 -2.022  C92 1.612, H96 1.090, H97 1.090, H98 1.090
92 C -1.621 4.370 -1.343  C91 1.612, C93 1.528, H99 1.090, H100 1.090
93 C -1.840 2.921 -1.775  C92 1.528, C94 1.462, H101 1.090, H102 1.090
94 C -3.231 2.547 -1.526  C93 1.462, N95 1.178
95 N -4.347 2.248 -1.297  C94 1.178
96 H -2.122 6.463 -1.913  C91 1.090
97 H -3.536 5.476 -1.506  C91 1.090
98 H -2.616 5.207 -3.077  C91 1.090
99 H -1.685 4.442 -0.257  C92 1.090
100 H -0.573 4.588 -1.549  C92 1.090
101 H -1.327 2.237 -1.099  C93 1.090
102 H -1.618 2.642 -2.805  C93 1.090
103 C 5.089 3.034 -1.226  C104 1.547, H108 1.090, H109 1.090, H110 1.090
104 C 4.895 3.139 -2.758  C103 1.547, C105 1.522, H111 1.090, H112 1.090
105 C 5.815 4.158 -3.415  C104 1.522, C106 1.477, H113 1.090, H114 1.090
106 C 7.222 4.224 -2.969  C105 1.477, N107 1.131
107 N 8.247 4.293 -2.496  C106 1.131
108 H 6.115 3.245 -0.927  C103 1.090
109 H 4.710 2.085 -0.847  C103 1.090
110 H 4.502 3.809 -0.735  C103 1.090
111 H 3.870 3.246 -3.111  C104 1.090
112 H 5.184 2.237 -3.296  C104 1.090
113 H 5.386 5.144 -3.239  C105 1.090
114 H 5.773 4.060 -4.500  C105 1.090
115 C 2.690 -3.485 0.658  C116 1.544, H120 1.090, H121 1.090, H122 1.090
116 C 3.339 -4.844 0.318  C115 1.544, C117 1.541, H123 1.090, H124 1.090
117 C 4.865 -4.842 0.106  C116 1.541, C118 1.450, H125 1.090, H126 1.090
118 C 5.706 -4.158 1.068  C117 1.450, N119 1.163
119 N 6.334 -3.515 1.805  C118 1.163
120 H 3.302 -2.910 1.353  C115 1.090
121 H 1.620 -3.417 0.857  C115 1.090
122 H 2.696 -3.080 -0.354  C115 1.090
123 H 2.837 -5.059 -0.626  C116 1.090
124 H 3.048 -5.574 1.074  C116 1.090
125 H 5.063 -4.594 -0.937  C117 1.090
126 H 5.247 -5.861 0.163  C117 1.090